{
  "formula": "C28H85N3O13",
  "method": "ωB97M-V/def2-TZVPD",
  "elements": ["C", "C", "C", "O", "C", "N", "H", "H", "H", "H", "H", "H", "H", "H", "H", "H", "H", "C", "C", "C", "O", "C", "N", "H", "H", "H", "H", "H", "H", "H", "H", "H", "H", "H", "C", "C", "C", "O", "C", "N", "H", "H", "H", "H", "H", "H", "H", "H", "H", "H", "H", "C", "C", "O", "H", "H", "H", "H", "H", "H", "C", "C", "O", "H", "H", "H", "H", "H", "H", "C", "C", "O", "H", "H", "H", "H", "H", "H", "C", "C", "O", "H", "H", "H", "H", "H", "H", "C", "C", "O", "H", "H", "H", "H", "H", "H", "C", "C", "O", "H", "H", "H", "H", "H", "H", "C", "C", "O", "H", "H", "H", "H", "H", "H", "C", "C", "O", "H", "H", "H", "H", "H", "H", "O", "H", "H", "O", "H", "H"],
  "xyz": [[-3.034555, 0.307040, 0.560210], [-3.417815, 1.024191, -0.694457], [-4.527523, 2.101777, -0.592888], [-5.676413, 1.327621, -0.249630], [-6.717381, 2.298041, 0.133875], [-2.211519, 1.640457, -1.174842], [-2.289746, -0.476446, 0.420537], [-3.920665, -0.211455, 0.926378], [-2.718623, 0.974940, 1.361575], [-3.784381, 0.347787, -1.466606], [-4.644349, 2.724636, -1.479744], [-4.303561, 2.794689, 0.218168], [-7.392893, 1.736597, 0.779296], [-7.201920, 2.885301, -0.646150], [-6.356363, 3.130124, 0.738363], [-1.913804, 2.245747, -0.423130], [-1.431404, 1.016403, -1.026223], [1.664138, 6.639447, 0.344330], [2.202882, 5.764321, 1.537304], [3.590244, 5.190920, 1.141595], [3.512859, 4.175976, 0.153630], [2.987900, 2.954167, 0.645529], [2.306454, 6.763216, 2.620401], [2.132839, 7.613729, 0.205769], [0.621665, 6.896908, 0.531574], [1.700034, 6.060051, -0.578225], [1.496160, 4.989241, 1.833768], [4.170541, 4.897686, 2.016443], [4.223198, 5.964657, 0.707095], [3.194098, 2.190610, -0.104507], [1.926945, 2.964781, 0.895284], [3.559643, 2.627296, 1.514073], [2.597323, 7.605511, 2.144981], [1.427189, 7.134209, 2.951097], [-0.327083, -2.987818, -3.043657], [-0.278661, -1.500099, -2.624716], [0.128046, -1.385144, -1.108104], [0.029607, -0.057536, -0.695267], [0.558442, 0.059971, 0.634262], [0.721059, -0.775178, -3.431230], [0.666532, -3.432962, -2.991871], [-0.731676, -3.025028, -4.055109], [-0.999685, -3.591585, -2.434424], [-1.318561, -1.176544, -2.669566], [1.129111, -1.791467, -0.963620], [-0.483466, -2.114799, -0.577297], [0.621241, 1.089053, 0.988026], [1.553430, -0.373444, 0.735448], [-0.026463, -0.395991, 1.433060], [1.661693, -1.142311, -3.408613], [0.792661, 0.061848, -2.870562], [-0.634400, -2.312535, 4.359246], [-1.850802, -3.169562, 4.044909], [-1.643480, -4.540564, 4.245079], [0.290752, -2.644028, 3.887754], [-0.547834, -2.349943, 5.445159], [-0.731419, -1.256802, 4.106014], [-2.184786, -3.091402, 3.010288], [-2.720701, -2.916019, 4.650811], [-1.227081, -4.857912, 3.440400], [4.294830, 0.172865, -3.331451], [3.840025, -0.913818, -2.307423], [3.226826, -1.989145, -3.028322], [4.676674, 1.024171, -2.767927], [3.479373, 0.540853, -3.954121], [5.061157, -0.250024, -3.981072], [3.203149, -0.436388, -1.562753], [4.702441, -1.362044, -1.814035], [3.379574, -2.830487, -2.591975], [1.009546, 3.194405, -2.380457], [2.037183, 4.015483, -3.089580], [3.363737, 3.743396, -2.600478], [0.968256, 3.303074, -1.296674], [1.158378, 2.120095, -2.489132], [0.020994, 3.454027, -2.759220], [1.896388, 5.093016, -3.004734], [1.971084, 3.745680, -4.143585], [3.342656, 3.920240, -1.657138], [4.296074, -1.510213, 1.540532], [4.675989, -2.824278, 2.161671], [5.447335, -3.429103, 1.145668], [5.084540, -0.759792, 1.483320], [3.525345, -1.001684, 2.119728], [3.877455, -1.618730, 0.539986], [3.772239, -3.431441, 2.109766], [5.251227, -2.796814, 3.087112], [6.295817, -3.008028, 0.989530], [1.208133, -4.590477, 0.694673], [0.652698, -5.879236, 1.240055], [-0.666010, -5.662112, 1.656258], [0.806544, -4.409237, -0.302308], [2.267936, -4.359483, 0.587162], [0.802793, -3.769146, 1.285626], [1.267400, -6.258111, 2.056578], [0.632615, -6.709773, 0.534432], [-1.078178, -6.518086, 1.794226], [-1.499869, 1.903071, 5.312663], [-1.196537, 1.633006, 3.820920], [0.113760, 1.959428, 3.491442], [-0.865641, 1.258648, 5.921420], [-2.548433, 1.682032, 5.512077], [-1.248290, 2.905235, 5.659739], [-1.903279, 2.282831, 3.304844], [-1.414163, 0.629990, 3.453898], [0.727864, 1.390447, 3.961270], [-3.165672, -3.520754, -0.002442], [-4.424214, -3.761490, 0.827761], [-5.581847, -3.930599, -0.049508], [-2.384516, -3.149406, 0.660880], [-3.408612, -2.770509, -0.754903], [-2.704010, -4.387264, -0.475858], [-4.577241, -2.914121, 1.496076], [-4.389265, -4.616336, 1.503128], [-5.862052, -3.097042, -0.434569], [-3.806524, -0.787082, -4.953023], [-2.549157, 0.029353, -4.882294], [-1.428036, -0.694631, -5.444544], [-4.133036, -0.872151, -5.989478], [-4.619992, -0.331374, -4.388491], [-3.608220, -1.724826, -4.433964], [-2.307177, 0.252245, -3.843132], [-2.702575, 1.034135, -5.275959], [-0.715186, -0.604070, -4.807964], [-0.711855, 3.385721, 1.129851], [-0.861856, 4.207334, 1.597484], [-0.180506, 2.861882, 1.729433], [3.260703, -4.614622, -2.052615], [2.665135, -5.361544, -1.992332], [4.060403, -4.909571, -1.617037]],
  "atomic_forces_ev_per_a": [[-1.819, -1.028, 1.134], [0.432, 0.966, -0.984], [0.875, -1.870, 0.931], [-1.529, 2.979, 0.103], [0.434, -0.972, 0.695], [0.977, 1.145, -0.499], [0.157, 0.224, -0.318], [-0.138, -0.189, 0.405], [0.163, 0.235, -0.146], [0.002, -0.400, 0.051], [-0.019, -0.397, -0.419], [0.158, 0.113, 0.333], [-0.377, 0.139, -0.443], [-0.171, -0.885, -0.767], [0.786, -0.272, 0.469], [-0.242, 1.197, 0.101], [-0.101, -0.775, -0.855], [-0.817, -1.727, -0.177], [-0.118, 2.495, -1.121], [-0.198, 0.586, 0.272], [-0.424, -0.095, 0.601], [0.740, -0.520, 0.024], [0.967, 0.042, 0.596], [0.672, -0.300, 0.145], [-0.210, -0.198, 0.005], [-0.033, 0.211, -0.272], [0.119, -0.077, -0.196], [-0.242, -0.602, 0.282], [-0.308, 0.280, -0.226], [-0.313, 0.110, -0.248], [-0.029, 0.254, -0.156], [-0.002, 0.127, 0.385], [0.872, 0.173, 0.106], [-0.662, -0.904, 0.174], [-0.054, 0.525, 0.056], [1.606, -1.932, 1.610], [-0.535, -1.600, -1.850], [0.856, -0.008, 1.832], [0.075, 0.497, 0.323], [-2.043, 1.280, 0.268], [0.076, -0.011, -0.197], [0.304, -0.107, -0.132], [-0.080, 0.152, 0.267], [0.203, 0.831, -0.499], [0.555, 0.259, -0.203], [-0.669, 0.377, 0.652], [-0.024, 0.192, -0.770], [0.212, -0.082, -0.408], [-0.621, -0.579, -0.336], [-0.190, -1.059, 0.025], [0.223, 0.859, -0.486], [-0.214, 0.116, 0.633], [-0.581, 0.103, -0.929], [0.393, -0.525, 0.559], [-0.093, -0.351, 0.019], [0.531, -0.007, 0.053], [-0.400, -0.006, -0.157], [0.038, 0.637, -0.265], [0.170, 0.356, 0.189], [0.235, -0.365, -0.210], [-0.137, -0.767, 0.926], [0.822, 0.096, -1.481], [-0.014, 0.722, 0.024], [0.156, 0.076, -0.154], [-0.155, -0.163, 0.117], [0.025, 0.125, 0.026], [-0.443, -0.230, 0.139], [0.219, 0.439, 0.287], [-0.149, -0.252, 0.155], [-0.844, -0.232, 0.580], [1.012, -0.255, 0.320], [-0.354, -0.294, -0.900], [0.106, 0.557, 0.124], [0.134, 0.007, -0.504], [-0.158, -0.195, 0.024], [-0.493, 0.108, -0.005], [0.454, 0.125, -0.087], [0.160, 0.261, 0.279], [-0.889, 1.725, 0.915], [0.176, 0.430, -2.175], [0.916, -1.764, -0.683], [0.426, -0.264, -0.040], [-0.258, 0.056, 0.231], [0.139, -0.394, 0.036], [0.085, -0.166, 1.105], [-0.602, 0.066, 0.279], [-0.049, 0.285, 0.300], [-0.713, 1.086, -0.779], [1.334, -0.869, 0.062], [-0.868, 0.466, 0.432], [-0.161, -0.022, -0.144], [0.187, -0.901, 0.364], [-0.066, 0.042, 0.270], [0.074, 0.151, 0.389], [0.275, 0.165, -0.528], [-0.160, -0.047, 0.022], [0.500, -1.041, -0.272], [-1.466, 0.594, 1.163], [1.011, 0.690, -0.713], [-0.164, -0.308, 0.209], [0.049, 0.025, 0.156], [-0.180, 0.202, -0.549], [0.465, 0.161, -0.595], [-0.247, -0.237, 0.494], [-0.009, -0.072, 0.098], [0.129, -0.071, 0.608], [-0.725, 0.290, -1.021], [0.601, -0.579, 0.893], [0.096, 0.322, 0.001], [0.226, 0.070, -0.043], [-0.512, -0.209, -0.111], [-0.098, 0.285, -0.083], [0.056, -0.280, -0.412], [0.282, 0.223, 0.159], [-0.073, 0.111, 0.268], [0.828, 0.025, 0.681], [-1.462, 0.642, -0.197], [0.015, -0.537, 0.086], [-0.019, 0.338, -0.035], [-0.134, -0.376, -0.535], [-0.076, -0.101, 0.317], [0.222, -0.030, -0.765], [0.813, 0.052, 0.045], [-0.155, 0.116, -0.494], [-0.079, 0.254, 0.068], [0.202, -0.273, 0.515], [0.089, 0.080, 0.019], [-0.280, -0.109, -0.088], [0.336, -0.043, 0.182]],
  "mulliken_charge": [-0.734, 0.777, -1.084, -0.275, -0.856, -0.305, -0.102, 0.566, -0.083, 0.274, 0.462, 0.283, 0.282, 0.314, 0.333, 0.213, -0.014, -1.185, 1.417, -1.087, -0.413, -0.311, -0.792, 0.455, 0.416, 0.001, -0.358, 0.362, 0.320, 0.081, 0.113, 0.463, 0.322, 0.280, -1.560, 1.252, -0.339, 1.488, 0.049, -0.476, 0.155, 0.372, 0.309, -0.333, -0.171, -0.378, -0.508, -0.145, 0.137, 0.375, -0.199, -0.466, 0.219, -0.570, 0.169, 0.364, -0.105, -0.293, 0.406, 0.343, -1.370, 0.526, -0.577, 0.353, 0.296, 0.375, -0.372, 0.553, 0.224, 0.008, -0.693, -0.596, -0.232, -0.034, 0.485, 0.268, 0.415, 0.488, -0.683, -0.177, -0.546, 0.453, 0.252, -0.004, 0.096, 0.332, 0.289, -0.203, -0.590, -0.406, -0.005, 0.240, 0.041, 0.346, 0.350, 0.220, -1.439, 0.328, -0.516, 0.333, 0.382, 0.371, 0.342, -0.167, 0.306, 0.186, -0.587, -0.579, -0.275, 0.003, 0.306, 0.248, 0.362, 0.305, -1.147, 0.829, -0.612, 0.343, 0.304, 0.243, -0.564, 0.306, 0.520, -0.500, 0.226, -0.105, -0.637, 0.262, 0.266],
  "e_lumo_ev": 0.03,
  "homo_lumo_gap_ha": 0.32165,
  "total_charge": 0,
  "e_homo_ev": -8.718,
  "e_tot_ev": -61497.0316
}


{
  "formula": "C3H11N2OS",
  "method": "ωB97M-V/def2-TZVPD",
  "elements": ["C", "C", "S", "N", "C", "N", "H", "H", "H", "H", "H", "H", "H", "H", "H", "H", "H", "O"],
  "xyz": [[-0.504374, 0.982782, 0.293933], [-1.288983, 0.636563, -0.978606], [-0.117743, 0.544020, -2.334899], [-0.167233, -0.219062, 1.058677], [0.738651, 0.063716, 2.156969], [0.091719, -0.050590, 3.472308], [-1.115453, 1.621841, 0.941350], [0.373866, 1.620262, 0.080418], [-1.856501, -0.296604, -0.835776], [-2.085362, 1.364747, -1.122399], [0.111298, -1.016099, 0.500718], [1.587372, -0.617579, 2.185954], [1.155613, 1.078493, 2.130068], [-0.503459, -0.867160, 3.527734], [-0.436624, 0.751599, 3.764168], [1.668839, -1.306214, -1.321240], [0.423604, -1.765498, -1.904645], [1.133259, -2.109650, -1.342151]],
  "atomic_forces_ev_per_a": [[-0.070, -0.463, 0.482], [-0.641, -0.017, 0.325], [-0.447, 0.362, -0.147], [0.320, 0.694, -0.222], [-0.622, -0.191, 1.244], [0.544, -0.252, 0.115], [-0.203, -0.097, -0.139], [0.002, -0.277, -0.257], [0.605, -0.031, 0.012], [0.320, 0.370, -0.398], [0.206, 0.220, -0.227], [-0.019, -0.182, -0.331], [-0.081, -0.110, -0.308], [0.058, 0.064, -0.123], [-0.168, 0.265, -0.210], [0.303, -0.240, 0.182], [-0.045, -0.378, 0.048], [-0.060, 0.265, -0.046]],
  "mulliken_charge": [-0.613, -0.568, -0.184, -0.351, -0.464, -0.627, 0.287, 0.370, 0.340, 0.348, 0.352, 0.335, 0.332, 0.230, 0.219, 0.333, 0.298, -0.637],
  "e_lumo_ev": [0.82, -2.48],
  "homo_lumo_gap_ha": [0.35604, 0.23454],
  "spin_multiplicity": 2,
  "total_charge": 0,
  "e_homo_ev": [-8.869, -8.862],
  "e_tot_ev": -19150.5804
}


{
  "formula": "C4H4O",
  "method": "ωB97M-V/def2-TZVPD",
  "elements": ["C", "C", "C", "C", "O", "H", "H", "H", "H"],
  "xyz": [[-1.545708, -0.180831, 0.061112], [-2.361882, 0.714088, 0.370687], [-0.160643, -0.066144, -0.520555], [1.089728, 0.076835, 0.365101], [-0.880809, -1.223115, -0.486562], [-0.348640, 0.537014, -1.500562], [1.939241, 0.373468, -0.197121], [1.213273, -0.969030, 0.660063], [1.055436, 0.737719, 1.247836]],
  "atomic_forces_ev_per_a": [[0.843, -1.267, -0.257], [-1.258, 1.406, 0.804], [0.306, 3.894, -1.261], [-1.271, -1.018, -0.003], [-0.370, -1.855, -0.047], [1.195, -1.241, 1.549], [0.686, 0.209, -0.762], [0.474, 0.228, 0.478], [-0.605, -0.355, -0.500]],
  "mulliken_charge": [0.289, -0.491, 0.332, -0.930, -0.393, 0.336, 0.289, 0.295, 0.272],
  "e_lumo_ev": -0.47,
  "homo_lumo_gap_ha": 0.34850,
  "total_charge": 0,
  "e_homo_ev": -9.953,
  "e_tot_ev": -6253.9450
}